# 1
{"formula": "C9H14Si", "method": "ωB97M-V with the def2-TZVPD basis set", "symbols": ["Si", "C", "C", "C", "C", "C", "C", "C", "C", "C", "H", "H", "H", "H", "H", "H", "H", "H", "H", "H", "H", "H", "H", "H"], "coordinates": [[-2.133, 1.196, -0.283], [-2.118, -0.565, 0.285], [0.816, -0.005, 1.007], [2.521, 1.594, -0.545], [1.551, -2.047, -0.319], [-0.155, -0.741, 1.747], [2.431, 0.232, -0.772], [0.960, 1.375, 1.249], [1.604, -0.581, -0.014], [1.789, 2.164, 0.487], [0.382, 1.812, 2.048], [-0.973, 1.441, -1.139], [3.160, 2.205, -1.166], [-3.350, 1.460, -1.062], [-2.126, 2.096, 0.872], [1.863, 3.224, 0.681], [1.470, -2.642, 0.585], [-1.804, -1.344, -0.389], [-2.816, -0.909, 1.033], [3.012, -0.213, -1.569], [2.441, -2.354, -0.857], [-0.163, -1.814, 1.735], [-0.617, -0.266, 2.593], [0.688, -2.267, -0.947]], "e_above_lowest_kcal_mol": 74.6, "e_tot_ha": -640.7193, "total_charge": 0, "homo_lumo_gap_ev": [7.5, 7.6]}

# 2
{"formula": "C15H22N2O4", "method": "ωB97M-V with the def2-TZVPD basis set", "symbols": ["O", "O", "O", "O", "N", "N", "C", "C", "C", "C", "C", "C", "C", "C", "C", "C", "C", "C", "C", "C", "C", "H", "H", "H", "H", "H", "H", "H", "H", "H", "H", "H", "H", "H", "H", "H", "H", "H", "H", "H", "H", "H", "H"], "coordinates": [[5.109, 3.328, -3.356], [-2.541, -2.756, -1.082], [-1.908, 0.227, -0.015], [-4.126, -2.513, 0.624], [-0.595, -1.633, -0.020], [-1.043, 1.057, -2.621], [-1.884, -1.892, 2.308], [1.631, 3.122, -2.057], [4.110, 2.810, -2.511], [-1.679, -2.285, 0.880], [2.881, 3.460, -2.594], [-0.733, 0.380, 2.926], [-0.740, -1.217, 2.965], [-2.145, -3.218, 3.021], [3.075, 1.199, -1.176], [-1.016, -0.353, -0.595], [-2.852, -2.451, 0.116], [0.542, 1.445, -0.581], [1.796, 2.020, -1.207], [4.302, 1.696, -1.746], [-0.203, 0.539, -1.626], [-0.447, -2.523, -1.352], [-1.323, -3.372, 1.005], [-1.612, 0.607, 3.426], [-0.363, 2.041, -0.089], [-1.995, 1.418, -2.457], [-4.655, -2.433, -0.394], [-0.689, 1.054, 1.978], [-2.542, -4.077, 2.435], [-0.899, -1.349, 4.041], [-0.786, 0.439, -3.537], [-2.818, -1.203, 2.093], [-2.934, -2.846, 3.808], [0.095, 0.781, 3.454], [2.968, 4.536, -3.205], [0.714, 3.914, -2.289], [5.422, 1.445, -1.510], [0.744, 0.781, 0.382], [3.440, 0.097, -0.770], [0.083, -1.838, 2.473], [0.785, -0.011, -2.109], [5.940, 3.216, -2.471], [-1.113, -3.639, 3.436]], "e_above_lowest_kcal_mol": 297.1, "e_tot_ha": -994.8480, "total_charge": 0, "homo_lumo_gap_ev": 8.1}

# 3
{"formula": "C5H11O3", "method": "ωB97M-V with the def2-TZVPD basis set", "symbols": ["O", "O", "O", "C", "C", "C", "C", "C", "H", "H", "H", "H", "H", "H", "H", "H", "H", "H", "H"], "coordinates": [[-0.626, -0.544, -0.680], [0.519, 0.298, 2.232], [2.092, -0.549, 0.794], [-1.751, 1.282, -1.747], [0.493, -2.066, 1.793], [-0.859, 0.790, -0.564], [1.022, -0.617, 1.664], [-0.824, 1.241, -2.990], [-0.109, 0.445, -2.791], [2.417, -0.658, 1.785], [0.090, 1.352, -0.630], [-0.358, 2.202, -3.175], [-1.361, 0.933, -3.887], [-2.528, 0.526, -1.838], [-0.580, -1.951, 1.677], [-1.274, 1.008, 0.431], [-2.153, 2.281, -1.607], [0.849, -2.504, 0.864], [0.806, -2.552, 2.704]], "e_above_lowest_kcal_mol": 51.8, "e_tot_ha": -422.6899, "total_charge": 0, "homo_lumo_gap_ev": [11.2, 8.5], "multiplicity": 2}

# 4
{"formula": "C15H32O6P2Tc", "method": "ωB97M-V with the def2-TZVPD basis set", "symbols": ["Tc", "P", "P", "O", "O", "O", "O", "O", "O", "C", "C", "C", "C", "C", "C", "C", "C", "C", "C", "C", "C", "C", "C", "C", "H", "H", "H", "H", "H", "H", "H", "H", "H", "H", "H", "H", "H", "H", "H", "H", "H", "H", "H", "H", "H", "H", "H", "H", "H", "H", "H", "H", "H", "H", "H", "H"], "coordinates": [[0.504, 0.553, 0.170], [1.683, 2.159, 1.549], [-0.884, -1.134, -0.806], [2.808, 1.330, 2.390], [2.833, -1.535, 0.356], [0.693, 2.905, 2.608], [-0.509, -0.140, 3.053], [-1.279, 3.009, -0.677], [2.563, 3.304, 0.823], [-0.555, 0.117, -3.321], [-3.145, -0.540, 0.812], [1.993, -0.737, 0.243], [-0.645, -1.261, -2.650], [0.561, -2.132, -3.041], [0.640, 2.757, 4.060], [-0.628, -3.087, 1.268], [2.550, 4.763, 0.628], [-3.372, -0.023, -1.622], [-0.121, 0.090, 1.975], [-2.732, -0.967, -0.600], [-0.555, -2.886, -0.247], [-1.440, -3.913, -0.965], [4.141, 1.174, 1.766], [-0.617, 2.115, -0.332], [-0.933, -4.888, -0.925], [-1.079, 0.924, -2.794], [1.094, 3.660, 4.515], [-0.302, -4.109, 1.508], [-1.621, -3.695, -2.023], [-3.189, -0.339, -2.652], [-2.407, -4.027, -0.460], [1.428, -1.936, -2.395], [-0.423, 2.751, 4.369], [-4.232, -0.666, 0.920], [1.740, 1.360, -0.898], [-2.667, -1.113, 1.611], [1.251, 0.862, -1.476], [0.494, 0.416, -3.439], [1.151, 1.835, 4.395], [-0.996, 0.063, -4.329], [-4.458, -0.012, -1.464], [0.347, -3.207, -2.998], [-2.919, 0.521, 0.976], [4.749, 2.014, 2.121], [-3.003, 1.002, -1.491], [3.168, 4.934, -0.279], [-1.566, -1.759, -3.008], [4.135, 1.166, 0.659], [0.859, -1.910, -4.075], [0.495, -3.046, -0.554], [-1.652, -2.965, 1.638], [1.545, 5.181, 0.455], [0.025, -2.403, 1.817], [4.520, 0.204, 2.120], [3.054, 5.262, 1.490], [-3.097, -1.996, -0.776]], "e_tot_ha": -1803.8612, "total_charge": 4, "homo_lumo_gap_ev": [9.9, 4.8], "multiplicity": 4}